Entry 1:
# C3H10N2

2 unconnected molecules or ions with the total composition C3H10N2 at a distorted geometry (ωB97M-V with the def2-TZVPD basis set, the Open Molecules 2025 dataset).

Cartesian coordinates (Å):
C 5.019 -0.657 1.013
N 5.056 -0.244 2.210
H 5.552 -0.157 0.208
H 4.318 -1.445 0.731
H 4.408 -0.808 2.761
C -2.274 -0.691 -1.297
N -1.707 0.479 -0.609
C -2.747 1.451 -0.285
H -2.284 -0.477 -2.364
H -1.558 -1.510 -1.154
H -3.183 -1.109 -0.856
H -1.348 0.097 0.258
H -3.568 1.387 -1.004
H -2.480 2.508 -0.282
H -3.204 1.176 0.670

Maximum force in eV Å⁻¹: 1.47
Frontier orbital gap in Ha: 0.368
2S+1: 1
LUMO in eV: 0.988
Energy above the lowest of the compared OMol25 structures with the same formula, charge and spin in kcal per mole: 40.82
SMILES string: C=N.CNC
Calculated total energy in Ha: -229.7442

=====

Entry 2:
# C7H13N3O

2 unconnected molecules or ions with the total composition C7H13N3O at a distorted geometry (ωB97M-V with the def2-TZVPD basis set, the Open Molecules 2025 dataset).

Cartesian coordinates (Å):
C 2.187 1.053 1.352
C 0.065 -1.768 1.809
C 1.052 0.121 1.603
C -0.171 0.362 2.151
N 1.189 -1.246 1.409
N -0.800 -0.835 2.274
H -0.197 -2.811 1.826
H -1.755 -0.985 2.606
H -0.542 1.358 2.348
H 1.816 2.060 1.198
H 2.671 0.756 0.422
H 2.919 1.003 2.159
C -1.117 0.228 -2.384
C -2.218 0.008 -1.353
C 0.182 0.577 -1.663
O 0.236 1.517 -0.897
N 1.193 -0.305 -1.850
H -0.993 -0.622 -3.061
H -1.271 1.080 -3.061
H -2.343 0.911 -0.751
H -1.964 -0.804 -0.667
H 2.041 -0.249 -1.308
H 0.981 -1.172 -2.315
H -3.161 -0.238 -1.846

Total charge: -1
Maximum force in eV Å⁻¹: 1.34
Frontier orbital gap (spin up / spin down) in Ha: 0.093 / 0.311
2S+1: 2
LUMO (spin up / spin down) in eV: 3.660 / 3.576
Energy above the lowest of the compared OMol25 structures with the same formula, charge and spin in kcal per mole: 0.00
Calculated total energy in Ha: -514.0192
<S²>: 0.750

=====

Entry 3:
# C21H21N2O

A gas-phase ion, C21H21N2O (charge -1) at a distorted geometry (ωB97M-V with the def2-TZVPD basis set, the Open Molecules 2025 dataset).

Cartesian coordinates (Å):
N 2.722 -0.179 1.444
C 1.819 0.045 0.721
C 0.823 0.483 -0.224
N -0.450 -0.100 -0.038
C -0.902 -1.222 0.393
C -2.366 -1.217 0.673
C -3.051 -2.322 1.189
C -4.427 -2.224 1.299
C -5.103 -1.053 0.972
C -4.381 0.082 0.590
C -3.019 0.030 0.452
C -0.176 -2.520 0.430
C -0.739 -3.625 -0.242
C -0.172 -4.913 -0.187
C 0.990 -5.125 0.550
C 1.559 -4.066 1.259
C 0.981 -2.804 1.204
C 0.925 2.142 -0.130
O -0.113 2.478 0.617
C 2.410 2.625 0.265
C 2.809 4.074 -0.122
C 2.728 4.299 -1.634
C 1.370 3.882 -2.173
C 0.954 2.453 -1.744
H 0.981 0.511 -1.301
H -2.488 -3.190 1.500
H -4.973 -3.101 1.650
H -6.176 -1.009 1.017
H -4.862 1.034 0.390
H -2.390 0.884 0.205
H -1.653 -3.460 -0.834
H -0.679 -5.745 -0.692
H 1.425 -6.109 0.631
H 2.447 -4.214 1.902
H 1.432 -1.964 1.803
H 3.090 1.898 -0.293
H 2.540 2.499 1.357
H 3.817 4.306 0.229
H 2.226 4.811 0.414
H 2.946 5.335 -1.894
H 3.516 3.713 -2.123
H 0.590 4.599 -1.884
H 1.348 3.979 -3.272
H 1.725 1.751 -2.193
H -0.051 2.248 -2.175

Total charge: -1
Maximum force in eV Å⁻¹: 3.50
Frontier orbital gap in Ha: 0.233
2S+1: 1
LUMO in eV: 2.939
Energy above the lowest of the compared OMol25 structures with the same formula, charge and spin in kcal per mole: 37.02
SMILES string: N#C[C@@H](N=C(c1ccccc1)c1ccccc1)C1([O-])CCCCC1
Calculated total energy in Ha: -997.5087